Entry 1:
A molecular structure, C34H47BInN8O2S2Se, computed with ωB97M-V/def2-TZVPD.

Its total energy is -5324.3507 Eh. As for the total charge: +3. The value obtained for the energy above the lowest of the compared OMol25 structures with the same formula, charge and spin is 17.1 kcal/mol. Its HOMO-LUMO gap is 7.22 eV. The value obtained for the HOMO energy is -15.14 eV.

Last column: Mulliken charge in e.
Atoms and positions in Å:
In (-0.522, -1.160, 1.165)  1.754
Se (-2.115, -5.292, -2.858)  0.293
S (-2.182, 0.897, 5.173)  -0.166
S (0.520, -2.194, -1.140)  -0.222
O (0.939, 1.718, 1.831)  -0.562
O (2.176, 0.295, 0.539)  -0.331
N (2.171, 6.325, -3.119)  0.010
N (-1.699, -3.094, 1.760)  0.059
N (1.038, -2.915, 1.882)  -0.234
N (-2.013, -0.287, 2.895)  0.203
N (-2.249, -1.475, -0.295)  -0.522
N (-3.501, -4.260, -2.377)  -0.807
N (1.303, 4.239, -2.017)  -0.067
N (-0.723, -4.517, -1.892)  -0.617
C (-5.474, -1.564, 3.433)  -1.032
C (-4.747, -0.250, 5.325)  -0.553
C (-3.453, -3.264, -1.581)  0.169
C (7.010, 3.541, 1.807)  -1.692
C (1.643, 5.398, -4.177)  -0.537
C (4.226, 1.710, 0.426)  -0.523
C (1.070, 6.698, -2.166)  -0.571
C (6.217, 3.314, 0.512)  1.710
C (-4.281, -1.355, 2.772)  0.781
C (-4.627, -2.401, -1.531)  -0.454
C (-2.307, -3.744, 0.573)  -1.507
C (3.296, 5.662, -2.372)  -1.060
C (2.752, 4.314, -1.839)  0.925
C (2.180, 2.295, 1.575)  1.001
C (-3.540, -0.044, 4.657)  0.349
C (2.691, 3.496, 2.017)  -1.986
C (4.781, 2.915, 0.860)  0.659
C (-0.985, -3.137, -1.631)  -0.768
C (1.360, -3.955, 0.889)  -0.700
C (0.679, 5.409, -1.404)  -0.440
C (-1.377, 0.488, 3.736)  -0.080
C (-3.297, -0.742, -0.423)  -0.254
C (-4.552, -1.175, -0.993)  -1.045
C (6.192, 4.613, -0.307)  -1.556
C (-1.003, -4.006, 2.708)  -0.791
C (-2.248, -2.881, -0.721)  1.978
C (-5.705, -1.022, 4.704)  -0.617
C (0.985, 4.205, -3.443)  -0.531
C (-3.284, -0.596, 3.398)  -0.560
C (1.704, -3.388, -0.476)  -0.761
C (6.929, 2.242, -0.312)  -2.067
C (4.000, 3.780, 1.642)  -0.568
C (0.378, -3.463, 3.079)  -0.974
C (2.929, 1.437, 0.803)  0.177
B (0.975, 0.500, 1.187)  0.391
H (2.187, -4.581, 1.237)  0.559
H (-0.385, 0.871, 3.535)  0.310
H (-5.384, -0.486, -0.999)  0.509
H (1.895, -2.442, 2.156)  0.336
H (-6.253, -2.144, 2.957)  0.474
H (7.208, 4.918, -0.559)  0.560
H (-1.593, -4.125, 3.615)  0.430
H (2.491, 5.103, -4.793)  0.349
H (-3.353, -3.976, 0.785)  0.343
H (-0.403, 5.290, -1.411)  0.470
H (-4.927, 0.185, 6.298)  0.443
H (-0.926, -4.996, 2.263)  0.419
H (1.004, 5.466, -0.365)  0.188
H (-3.225, 0.275, -0.044)  0.553
H (4.126, 5.548, -3.066)  0.363
H (0.961, -4.258, 3.551)  0.526
H (7.943, 2.572, -0.536)  0.427
H (4.437, 4.706, 1.993)  0.453
H (-1.823, -4.704, 0.396)  0.560
H (2.121, 4.166, 2.646)  0.552
H (1.450, 7.482, -1.513)  0.390
H (-0.098, 4.237, -3.559)  0.365
H (0.282, -2.654, 3.806)  0.424
H (3.212, 3.479, -2.368)  0.398
H (0.943, 5.960, -4.791)  0.390
H (4.786, 1.000, -0.166)  0.654
H (0.255, 7.104, -2.763)  0.308
H (-5.522, -2.772, -2.015)  0.584
H (2.522, 7.171, -3.566)  0.366
H (6.584, 4.339, 2.415)  0.329
H (3.596, 6.342, -1.576)  0.281
H (-6.650, -1.201, 5.197)  0.437
H (6.428, 2.056, -1.266)  0.370
H (-2.459, -2.665, 2.279)  -0.206
H (1.339, 3.268, -3.869)  0.350
H (-4.157, -1.745, 1.770)  0.187
H (-0.532, -5.057, -1.057)  0.395
H (2.992, 4.208, -0.782)  -0.874
H (7.036, 2.632, 2.410)  0.405
H (-1.229, -2.670, -2.589)  0.723
H (1.844, -4.187, -1.204)  0.580
H (0.494, -4.609, 0.801)  0.146
H (7.007, 1.299, 0.232)  0.404
H (8.037, 3.818, 1.569)  0.479
H (2.632, -2.813, -0.445)  0.473
H (5.651, 4.461, -1.247)  0.220
H (5.726, 5.434, 0.241)  0.298

Entry 2:
A molecular structure, C34H47BrFNbO18PS at a distorted geometry, computed with ωB97M-V/def2-TZVPD.

Its total energy is -6148.3346 Eh. As for the total charge: -1. The value obtained for the energy above the lowest of the compared OMol25 structures with the same formula, charge and spin is 0.0 kcal/mol. Its HOMO-LUMO gap is 4.04 eV. The value obtained for the HOMO energy is -4.33 eV.

Last column: Mulliken charge in e.
Atoms and positions in Å:
Nb (-1.116, -0.920, -0.017)  -1.142
Br (-2.435, -0.403, -3.728)  -0.296
S (-6.094, -3.109, 0.271)  1.264
P (-0.954, -1.607, -2.502)  0.245
F (-2.480, 3.331, 2.174)  -0.353
O (2.921, 1.752, -2.377)  -0.479
O (-3.275, -0.289, -9.815)  -0.636
O (8.156, -4.232, 2.933)  -0.598
O (-5.344, 2.919, -6.154)  -0.632
O (5.408, -1.481, 6.811)  -0.575
O (-6.107, -4.078, -0.778)  -0.669
O (6.350, -2.383, 2.308)  -0.495
O (1.265, 6.465, 5.177)  -0.575
O (0.298, 5.285, 3.004)  -0.615
O (7.276, -3.271, 7.437)  -0.631
O (-7.323, -3.077, 0.989)  -0.691
O (-3.595, 2.268, -10.457)  -0.577
O (-3.324, 8.260, 2.744)  -0.570
O (-4.940, 0.368, -5.485)  -0.472
O (-1.538, -3.182, -2.685)  -0.475
O (-2.303, 9.493, 4.872)  -0.637
O (-5.887, -1.670, -0.398)  -0.407
O (1.619, 0.390, -3.510)  -0.579
C (-0.477, 8.025, 5.124)  -0.956
C (4.382, -3.208, -0.243)  -0.982
C (-2.005, 2.359, 1.292)  -0.055
C (-4.850, 2.214, -7.013)  0.977
C (-3.737, 0.418, -8.937)  1.020
C (3.546, -3.966, 0.809)  -0.752
C (5.791, -1.856, 4.534)  -1.028
C (4.510, -0.865, -1.138)  -0.974
C (-2.882, -2.396, 0.086)  -0.758
C (1.746, 1.121, -2.580)  0.088
C (0.641, 0.497, -0.347)  -0.393
C (-4.477, 2.707, -8.334)  -0.975
C (-4.608, 0.765, -6.705)  0.193
C (7.793, -3.838, 5.210)  -0.885
C (2.106, -4.265, 0.398)  -1.143
C (4.585, -1.727, 0.161)  -0.240
C (7.079, -3.106, 6.247)  0.939
C (0.159, 6.956, 4.629)  0.382
C (0.611, 1.385, -1.639)  0.026
C (-3.112, 1.481, 0.787)  -0.387
C (-0.339, 6.235, 3.411)  1.031
C (1.327, -3.070, -0.232)  1.130
C (-3.651, -2.320, 1.407)  -0.571
C (-1.564, 6.715, 2.782)  -0.977
C (-4.755, -3.410, 1.422)  -0.952
C (6.522, -2.570, 3.497)  0.867
C (-2.200, 7.781, 3.279)  0.448
C (6.047, -2.103, 5.824)  0.457
C (-3.954, 1.872, -9.237)  0.397
C (-2.681, 0.676, -0.483)  -0.968
C (-1.687, 8.517, 4.480)  0.950
C (7.536, -3.593, 3.919)  0.270
C (-4.087, -0.071, -7.613)  -0.873
C (0.183, -2.636, 0.721)  -1.157
H (0.860, -3.461, -1.132)  0.011
H (3.861, -3.217, -1.195)  0.636
H (4.726, -1.471, -2.013)  0.370
H (5.557, -1.535, 0.613)  0.449
H (-6.047, -1.831, -1.344)  0.327
H (5.780, -1.841, 7.640)  0.349
H (-3.250, 1.469, -10.903)  0.361
H (7.786, -3.867, 2.104)  0.342
H (-3.910, -1.116, -7.402)  0.453
H (-1.275, 1.775, 1.845)  0.064
H (-4.355, -4.387, 1.191)  0.464
H (-2.355, 1.431, -1.207)  0.747
H (5.051, -1.134, 4.218)  0.506
H (-2.359, -3.139, -3.199)  0.306
H (5.377, -3.631, -0.344)  0.391
H (3.797, -1.384, 0.826)  0.363
H (-3.929, 2.161, 0.526)  0.405
H (3.572, 1.225, -2.866)  0.422
H (-3.448, 0.805, 1.566)  0.008
H (-4.640, 3.756, -8.540)  0.408
H (1.573, -4.546, 1.302)  0.443
H (1.623, 0.021, -0.298)  -0.055
H (8.523, -4.570, 5.526)  0.418
H (1.516, 5.697, 4.625)  0.361
H (-1.924, 6.177, 1.916)  0.397
H (-0.419, -3.519, 0.933)  0.560
H (-2.984, -2.581, 2.224)  0.405
H (-5.290, 1.158, -5.027)  0.341
H (-3.602, 0.230, -0.853)  0.342
H (0.596, -2.340, 1.694)  0.287
H (-3.572, 9.030, 3.291)  0.353
H (-0.126, 8.554, 5.999)  0.408
H (-1.483, 2.839, 0.466)  0.154
H (-5.216, -3.440, 2.407)  0.456
H (4.034, -4.936, 0.954)  0.354
H (2.047, -5.131, -0.259)  0.359
H (-1.337, -0.447, 1.749)  -0.013
H (5.186, -0.015, -1.122)  0.453
H (-3.525, -2.271, -0.780)  0.460
H (0.597, 1.190, 0.496)  0.315
H (3.617, -3.480, 1.777)  0.292
H (0.716, 2.428, -1.331)  0.411
H (-2.442, -3.392, -0.001)  0.786
H (-0.297, 1.320, -2.226)  0.055
H (1.968, -2.234, -0.495)  -0.284
H (3.479, -0.538, -1.251)  -0.056
H (-4.136, -1.362, 1.564)  0.064